Molecular formula: C39H106N6O21S5
Method: DFT, ωB97M-V with the def2-TZVPD basis set

```
177
Properties=species:S:1:pos:R:3:lowdin_charge:R:1
H -5.80405 -22.04082 9.52905 0.094
O -10.57633 -24.42037 9.61372 -0.186
H 0.87046 -24.84358 9.35187 0.078
H -7.22593 -29.14932 3.71057 0.065
H -8.51302 -21.48738 4.77973 0.105
H -10.00386 -23.28632 7.49018 0.041
H -9.79361 -23.25743 5.84273 0.053
C -10.53809 -22.98258 6.58993 -0.100
C -8.61373 -27.51133 3.56712 -0.384
O -4.82407 -21.40305 5.67423 -0.279
S -0.29700 -22.88670 2.78855 0.740
H -3.86158 -29.82002 4.14489 0.059
O -5.40326 -24.58464 0.69387 -0.313
C -8.73121 -25.99132 9.26613 -0.389
H -1.30329 -28.51555 4.02370 0.082
H 1.58094 -20.32701 9.06445 0.088
C -11.96857 -24.10345 9.50953 -0.112
H -12.46657 -24.13380 8.54042 0.076
H -6.80991 -25.32295 8.35132 0.069
H -2.19412 -28.55626 5.48400 0.071
C -4.77476 -28.09348 1.21931 -0.168
H -2.90018 -19.65073 12.32721 0.052
C -5.16972 -23.87073 4.37829 -0.058
H -9.45996 -19.97737 4.53095 0.117
O -4.68598 -22.65995 11.21565 -0.183
H -8.03839 -24.00380 8.69427 0.070
H 2.47032 -24.60522 6.21369 0.074
H -7.87607 -25.87989 2.53185 0.086
H -5.66688 -28.68661 1.01822 0.115
H -1.00560 -21.75125 5.14600 0.098
H -3.17423 -27.86971 2.68972 0.106
O -6.75399 -22.88587 6.32404 -0.292
H 0.36367 -28.69192 9.67001 0.049
H -5.13157 -29.09928 -1.32563 0.085
N 0.67631 -26.93893 5.05253 0.026
H 0.26746 -26.08967 4.68961 0.041
H 1.42497 -26.49615 5.56590 0.023
H -8.45138 -25.89116 10.31483 0.131
H -12.65970 -24.59331 10.19544 0.084
O -11.07971 -20.91080 8.15323 -0.277
H 1.00514 -29.62394 5.47450 0.125
C 1.37541 -23.25937 3.57232 -0.065
C -7.85896 -25.02732 8.36517 -0.046
N -7.64554 -26.85174 2.68171 0.028
H -2.91639 -25.65187 7.21711 0.084
H -1.89606 -27.02246 4.78388 0.048
H -2.78574 -25.88435 1.05611 0.058
C 0.19224 -31.04197 7.71035 -0.081
H -2.51112 -19.87877 5.39409 0.087
H -5.65909 -20.43507 14.12594 0.074
H -2.42947 -23.06099 7.33038 0.111
O -0.18987 -23.01278 1.32371 -0.287
O -0.56979 -26.59329 11.15332 -0.284
N 1.78278 -24.90974 6.88799 0.049
O -4.07089 -22.64080 0.02527 -0.260
C -4.04810 -21.40507 11.58359 -0.184
H -7.75873 -27.30765 1.78759 0.080
C -2.87860 -26.14618 11.03332 -0.043
C 0.13037 -24.57448 8.59825 -0.045
H -2.89876 -25.51739 10.14320 0.062
C -4.24597 -20.55582 1.13248 -0.056
H 0.33605 -31.77825 6.91959 0.086
H -0.30567 -25.53989 8.34148 0.061
H -9.59526 -27.32194 3.13256 0.122
H -5.67607 -23.41825 3.52566 0.051
O -9.23735 -20.62655 6.53783 -0.239
O -4.41054 -23.52853 6.94153 -0.275
C -4.94750 -22.64890 9.82001 -0.119
N -8.41233 -27.36046 8.93225 0.034
H 1.62516 -27.45725 9.49949 0.055
O -1.22886 -23.76682 3.53261 -0.330
H -4.71055 -20.60340 11.25710 0.120
H -1.58582 -25.11012 6.14409 0.053
C -8.43512 -26.91258 5.05444 -0.194
H -10.98172 -26.61917 5.92503 0.076
H -4.81754 -19.87462 1.76287 0.069
H -11.04595 -28.24196 6.64053 0.103
C -5.01767 -21.31207 14.03901 -0.049
C 1.22988 -28.23704 10.15048 -0.097
O -3.81901 -28.50503 0.20837 -0.200
H -2.70049 -22.97652 5.68671 0.082
S 0.77512 -27.38925 11.72453 0.687
O -4.05115 -24.59168 -1.46577 -0.278
C 0.83838 -20.33904 8.26660 -0.112
H 1.56400 -24.31256 3.36417 0.069
C -4.10506 -29.75350 3.08451 -0.042
H -0.65013 -23.98099 9.07439 0.087
H -2.66200 -25.56151 11.92737 0.084
H -5.88306 -27.41354 3.42479 0.006
C -8.29353 -29.01447 3.53697 -0.046
H -1.83912 -24.51935 0.25608 0.065
H -3.18516 -20.44487 1.35719 0.067
H 1.32855 -20.09065 7.32525 0.079
H 2.02785 -22.56355 3.04480 0.070
C -2.65176 -25.03428 6.35883 -0.059
H -5.03571 -27.04593 1.06887 0.087
C -2.01560 -20.10338 4.44958 -0.070
H -4.11612 -24.07757 4.19054 0.042
H -0.64349 -31.33728 8.34472 0.091
C -10.56557 -27.62564 5.88059 -0.066
H -4.68131 -21.48615 15.06109 0.072
H 0.09248 -19.60281 8.56610 0.094
H -5.58252 -22.18677 13.71661 0.072
H -10.73313 -26.09535 8.27356 0.101
H -4.07621 -22.33618 9.24453 0.073
H 1.97090 -22.11542 6.88090 0.112
H -7.40611 -27.44702 8.92173 0.065
H -4.85114 -27.89057 4.51102 0.070
C -4.27015 -28.45995 -1.13246 -0.106
H -10.74590 -26.42405 9.92385 0.120
H -2.76609 -20.63139 3.86131 0.062
H -10.82733 -27.86939 4.85095 0.077
O -9.13730 -27.58417 6.03346 -0.222
H -8.28425 -25.12113 7.36595 0.051
H -3.37071 -28.69666 -1.70087 0.093
O 1.85892 -26.39376 11.95055 -0.312
H 1.11741 -30.89389 8.26734 0.077
H -3.87243 -26.57429 11.16425 0.080
H 2.36553 -25.19398 7.66240 0.081
H -8.65453 -27.52910 7.96633 0.032
H -1.84906 -27.77997 10.04229 0.112
C -1.42107 -27.98589 4.96905 -0.062
O 0.34807 -21.63915 8.07932 -0.202
H -5.58408 -24.83368 4.67681 0.050
C -1.78798 -27.23792 10.98598 -0.305
H -2.74421 -24.33602 1.85677 0.030
H 1.92872 -28.99792 10.49799 0.070
H -3.14277 -21.24563 10.99789 0.111
H -7.86991 -18.59478 5.04017 0.078
N -3.11691 -19.94311 13.26936 0.023
H 1.47057 -28.84009 6.88256 0.109
H -3.74830 -19.22150 13.58674 0.067
N -4.88873 -27.47761 3.59007 0.045
H -8.78055 -25.87952 5.01481 0.109
C -8.80987 -20.53041 5.20891 -0.303
H -6.85049 -19.77322 4.44861 0.065
H -5.22974 -23.67370 9.57869 0.075
C -2.68386 -24.81369 0.87888 -0.068
C 1.38160 -22.55028 7.68820 -0.196
O -11.58991 -20.64237 5.70645 -0.311
O -0.46885 -21.25582 3.19696 -0.233
S -10.73691 -21.17440 6.78055 0.651
S -5.38876 -22.70038 5.86439 0.667
H -3.04341 -21.99295 13.36298 0.127
H -3.30913 -25.48093 5.61287 0.056
H -1.96214 -19.20590 3.83331 0.089
H -8.42691 -29.42593 2.53647 0.075
S -4.21001 -24.31055 -0.06229 0.662
O -0.26959 -29.78750 7.17927 -0.219
H -3.21296 -30.13959 2.59137 0.074
H -7.38082 -26.86647 5.32724 0.121
H -5.01149 -30.28880 2.80179 0.072
H -6.97135 -19.76700 6.14028 0.074
C -3.02467 -23.54682 6.55721 -0.268
O 0.40886 -28.36035 12.71958 -0.281
C -10.27432 -25.75670 9.20249 -0.182
H -8.94255 -29.63765 4.15221 0.081
H -4.65652 -22.46629 2.06294 0.080
H -4.53737 -27.46017 -1.47467 0.072
H 1.24933 -23.04734 4.63404 0.033
C -4.19353 -28.25351 2.64669 -0.440
H -5.82646 -22.04012 0.79359 0.119
C 0.57345 -29.06862 6.30718 -0.192
H -4.41432 -19.94499 0.24555 0.074
H -11.95178 -23.06116 9.82804 0.087
H -0.00777 -20.25740 4.90265 0.128
H 2.07217 -22.49978 8.53002 0.128
H -1.95360 -27.98637 11.76089 0.116
C -0.19015 -27.78997 5.86800 -0.390
H 0.03185 -23.73477 6.64839 0.106
H -0.51938 -27.22256 6.73849 0.106
C -7.57839 -19.62466 5.24622 -0.070
C -0.77084 -20.91542 4.48691 -0.342
C -4.77429 -22.01613 1.07724 -0.281
H -11.49756 -23.46830 6.41216 0.071
C -3.77102 -21.21670 13.12610 -0.419
C 0.80562 -23.92478 7.39222 -0.404
```

## Properties
HOMO-LUMO gap	8.93	eV
DFT total energy	-148267.37486	eV
ΔE to the lowest compared entry with this formula, charge and spin	2.957	eV
SMILES string	CCOS(C)(=O)=O.CCOS(C)(=O)=O.CCOS(C)(=O)=O.CCOS(C)(=O)=O.CCOS(C)(=O)=O.COC[C@H](C)N.COC[C@H](C)N.COC[C@H](C)N.COC[C@H](C)N.COC[C@H](C)N.COC[C@H](C)N
E_LUMO	0.00011	hartree
HOMO	-8.932	eV